Density functional theory data (ωB97M-V/def2-TZVPD) for C2H3NOS2 in the gas phase at a distorted geometry.

## Properties
- E_LUMO: -0.0326 hartree
- ΔE to the lowest compared entry with this formula, charge and spin: 63.11 kcal/mol
- Charge: 0
- Frontier orbital gap: 0.2950 hartree
- SMILES: O=CN(S)C=S

Bonds (Å) are listed after each position.
Element x y z (Å)
1 O -1.475 -0.354 2.069  C2 1.230
2 C -0.716 -1.068 1.416  O1 1.230, N3 1.385, H7 1.279
3 N -0.214 -0.365 0.333  C2 1.385, S4 1.801, C5 1.251
4 S 1.196 -1.171 -0.446  N3 1.801, H8 1.422
5 C -0.640 0.714 -0.134  N3 1.251, S6 1.718, H9 1.032
6 S 0.162 1.708 -1.283  C5 1.718
7 H -0.560 -2.336 1.348  C2 1.279
8 H 1.576 0.149 -0.810  S4 1.422
9 H -1.302 1.112 0.550  C5 1.032